Entry 1:
{"formula": "C6H14N2O2", "method": "ωB97M-V/def2-TZVPD", "smiles": "CNC(C)=O.CNC(C)=O", "charge": 0, "multiplicity": 1, "e_above_lowest_kj_mol": 200.01, "species": ["C", "C", "C", "O", "N", "H", "H", "H", "H", "H", "H", "H", "C", "C", "C", "O", "N", "H", "H", "H", "H", "H", "H", "H"], "coordinates": [[-1.41929, -3.21102, -1.69176], [-2.18826, -0.13526, 0.31040], [-1.17601, -1.87588, -1.00421], [-0.21060, -1.22618, -1.24750], [-2.19427, -1.52488, -0.16514], [-2.44832, -3.00176, -2.12825], [-3.10366, -1.94024, -0.21446], [-3.08972, 0.39043, 0.50392], [-0.60793, -3.40084, -2.45299], [-1.40467, -3.89075, -0.83044], [-1.63342, -0.18437, 1.32394], [-1.46373, 0.47532, -0.27291], [1.27114, 1.89744, -1.18158], [1.97924, 0.76943, 2.31396], [1.38761, 1.57670, 1.25997], [1.26324, 2.76372, 1.44838], [1.47209, 1.02847, -0.03738], [1.01670, 0.13490, 0.00429], [0.15956, 2.13201, -1.26795], [1.80117, 1.25052, 3.33959], [1.73838, 2.85543, -0.87158], [1.71816, 1.60970, -2.08887], [1.67000, -0.36131, 2.44905], [3.15517, 0.97707, 2.27658]]}

Entry 2:
{"formula": "C6H14N2O2", "method": "ωB97M-V/def2-TZVPD", "smiles": "CNC(C)=O.CNC(C)=O", "charge": 0, "multiplicity": 1, "e_above_lowest_kj_mol": 74.39, "species": ["C", "C", "C", "O", "N", "H", "H", "H", "H", "H", "H", "H", "C", "C", "C", "O", "N", "H", "H", "H", "H", "H", "H", "H"], "coordinates": [[-0.03570, -0.28676, 2.47468], [2.13960, -2.02580, -0.06204], [0.85573, -1.33966, 1.86636], [0.90239, -2.45561, 2.34036], [1.51109, -0.98654, 0.71417], [0.26323, -0.14522, 3.49870], [1.30236, -0.05513, 0.39550], [1.56216, -2.21858, -0.97452], [-0.21184, 0.60542, 1.87753], [-1.03314, -0.73749, 2.53805], [3.14299, -1.75219, -0.37092], [2.16437, -2.93390, 0.51830], [0.09567, 2.53804, -0.60360], [-2.14302, -0.12664, -1.96202], [-1.71773, 0.96562, -1.03063], [-2.47808, 1.59841, -0.33357], [-0.36809, 1.26087, -1.06044], [0.16627, 0.70939, -1.70972], [1.00556, 2.83953, -1.12047], [-2.77439, 0.26680, -2.76012], [-0.64491, 3.31950, -0.78304], [0.36126, 2.58815, 0.44804], [-1.37399, -0.72063, -2.45838], [-2.69180, -0.90759, -1.44223]]}

Entry 3:
{"formula": "C6H14N2O2", "method": "ωB97M-V/def2-TZVPD", "s_squared": 0.77, "charge": 1, "multiplicity": 2, "e_above_lowest_kj_mol": 148.46, "species": ["C", "C", "C", "O", "N", "H", "H", "H", "H", "H", "H", "H", "C", "C", "C", "O", "N", "H", "H", "H", "H", "H", "H", "H"], "coordinates": [[-0.77529, -2.48377, 0.06604], [-2.89785, 0.68261, -0.17382], [-1.49830, -1.25422, -0.42421], [-1.40209, -0.99143, -1.61355], [-2.23372, -0.47503, 0.42036], [-0.84668, -2.82808, 1.08414], [-2.13241, -0.34766, 1.41346], [-3.87151, 0.87857, 0.27882], [-1.15066, -3.32894, -0.52146], [0.27647, -2.33339, -0.20182], [-2.22657, 1.56797, -0.15442], [-3.12838, 0.65215, -1.23249], [2.67566, 0.05429, -1.46828], [0.96443, 1.51751, 1.66329], [2.03081, 1.43983, 0.66846], [3.09184, 2.01219, 0.60388], [1.79726, 0.52614, -0.39053], [0.83872, 0.26040, -0.65010], [2.28125, -0.95676, -1.64038], [1.15881, 2.34667, 2.34746], [2.54249, 0.55098, -2.43473], [3.69051, 0.26890, -1.13778], [-0.04390, 1.66004, 1.27476], [0.85912, 0.58104, 2.22289]]}

Entry 4:
{"formula": "C6H14N2SSbSe4Tc", "method": "ωB97M-V/def2-TZVPD", "charge": 2, "multiplicity": 1, "e_tot_ev": -290368.1792, "species": ["Tc", "Se", "Sb", "Se", "Se", "Se", "C", "N", "C", "C", "S", "N", "C", "C", "H", "H", "H", "H", "H", "H", "H", "H", "H", "H", "H", "H", "C", "H", "H"], "coordinates": [[0.56893, -1.25802, -0.74703], [2.90976, -4.47489, -3.47206], [3.50855, -2.33321, -2.96762], [2.54243, -2.06334, -0.13348], [0.34818, -0.90379, -2.88516], [4.66971, -0.37914, -3.17245], [-2.63764, -0.14614, 2.70423], [-1.97210, -1.30471, 2.09281], [-0.88424, -1.86474, 2.90104], [-2.29070, -1.75427, 0.88514], [-1.10863, -2.68335, -0.06788], [-3.50045, -1.61760, 0.37085], [-4.71169, -1.54269, 1.20414], [-3.77609, -1.74933, -1.06663], [-1.86227, 0.48411, 3.13934], [-3.32184, -0.44310, 3.49766], [-3.17117, 0.42416, 1.94988], [-1.23333, -1.93649, 3.92989], [-0.01102, -1.21082, 2.87989], [-0.61205, -2.85531, 2.55387], [-4.49551, -1.87885, 2.21276], [-5.44440, -2.21720, 0.76480], [-5.12771, -0.53667, 1.22047], [-2.91183, -1.45754, -1.65444], [-4.60527, -1.08681, -1.30574], [-4.05728, -2.77402, -1.30898], [0.14634, 0.26093, 0.20286], [-0.46777, 1.06582, -0.20005], [0.56847, 0.44362, 1.19143]]}

Entry 5:
{"formula": "C6H14N3", "method": "ωB97M-V/def2-TZVPD", "charge": 1, "multiplicity": 1, "e_above_lowest_kj_mol": 669.99, "species": ["C", "C", "C", "C", "C", "C", "N", "N", "N", "H", "H", "H", "H", "H", "H", "H", "H", "H", "H", "H", "H", "H", "H"], "coordinates": [[-0.41120, 1.40996, 1.95193], [0.47813, -1.02895, -1.73345], [-0.19776, 0.30440, -1.69866], [1.37285, -1.13191, -0.50463], [-2.33882, 0.97447, -0.58253], [1.57343, -0.69190, 1.87186], [-1.03174, 0.26036, -0.46402], [0.81002, -0.59767, 0.66265], [-0.31894, 0.08427, 0.63071], [-0.40376, 0.85752, 2.83899], [-1.30996, 1.96876, 1.84119], [-0.39437, -1.74314, -1.52666], [0.99663, -1.23134, -2.68674], [0.45904, 1.27026, -1.67192], [-0.74563, 0.33929, -2.68835], [1.67381, -2.15190, -0.32758], [2.23736, -0.56295, -0.68623], [-2.81233, 1.17076, 0.47536], [-2.11307, 2.01458, -0.79947], [-2.82797, 0.40294, -1.40779], [2.60210, -0.76362, 1.53827], [1.35167, 0.26553, 2.40331], [1.35052, -1.41973, 2.56375]]}

Entry 6:
{"formula": "C6H14N3O", "method": "ωB97M-V/def2-TZVPD", "smiles": "CO[C@@H]1N(C)N(C)C=[N+]1C", "charge": 1, "multiplicity": 1, "e_above_lowest_kj_mol": 202.77, "species": ["C", "C", "C", "C", "C", "C", "N", "N", "N", "O", "H", "H", "H", "H", "H", "H", "H", "H", "H", "H", "H", "H", "H", "H"], "coordinates": [[1.33540, -1.09661, 0.38069], [-0.51696, 0.43203, 0.35453], [1.24069, -1.84191, -2.03131], [-0.04215, 0.99630, -2.04320], [1.05199, 0.10942, 2.56889], [-2.75578, 0.67923, 0.97196], [0.88925, -1.01919, -0.86113], [-0.11738, -0.02952, -0.98823], [0.68868, -0.25733, 1.15917], [-1.61848, -0.12671, 0.79245], [2.04312, -1.72777, 0.69976], [-0.43827, 1.59959, 0.36275], [1.51665, -1.26507, -2.82823], [2.11244, -2.32828, -1.63151], [0.30257, -2.29366, -2.29777], [0.80376, 1.69513, -2.01118], [0.06049, 0.37725, -2.93278], [-0.95998, 1.54949, -2.06761], [2.01099, 0.68588, 2.44344], [1.00234, -0.68520, 3.27535], [0.32084, 0.76937, 2.80203], [-2.72150, 1.55298, 1.56620], [-3.56667, 0.07009, 1.36611], [-3.12364, 1.07581, 0.08364]]}

Entry 7:
{"formula": "C6H14N3O", "method": "ωB97M-V/def2-TZVPD", "smiles": "CC(C)N/N=C\\[N+](C)=C\\O", "charge": 1, "multiplicity": 1, "e_above_lowest_kj_mol": 280.18, "species": ["C", "C", "C", "C", "C", "C", "N", "N", "N", "O", "H", "H", "H", "H", "H", "H", "H", "H", "H", "H", "H", "H", "H", "H"], "coordinates": [[1.13127, -1.49997, -0.09110], [1.51749, 0.84937, -0.51185], [-2.41353, 1.45163, 0.31900], [-2.71950, -0.88413, -0.33388], [3.29448, -0.67597, 0.19979], [-1.74292, 0.34250, -0.28806], [-0.02767, -1.40082, 0.32201], [1.99858, -0.34848, -0.20762], [-0.48278, -0.12931, 0.54533], [2.02256, 2.01358, -0.21107], [1.73276, -2.33698, -0.46428], [0.59262, 0.87012, -1.08669], [-3.31414, 1.70614, -0.24465], [-2.74099, 1.34384, 1.33400], [-1.84159, 2.35435, 0.27299], [-3.69537, -0.52344, -0.67996], [-2.65047, -1.23103, 0.68108], [-2.18320, -1.63541, -0.99845], [3.50802, -1.75532, 0.10734], [3.96583, -0.02475, -0.26195], [3.68793, -0.49372, 1.25995], [-1.46122, 0.36617, -1.40699], [-1.00590, -0.20641, 1.46231], [2.82777, 1.84807, 0.28274]]}

Entry 8:
{"formula": "C6H14N3O4", "method": "ωB97M-V/def2-TZVPD", "charge": 1, "multiplicity": 1, "e_above_lowest_kj_mol": 17.28, "species": ["C", "C", "C", "C", "C", "C", "N", "N", "N", "O", "O", "O", "O", "H", "H", "H", "H", "H", "H", "H", "H", "H", "H", "H", "H", "H", "H"], "coordinates": [[2.49556, 0.93733, -0.98927], [0.58635, -1.49740, 0.07341], [-2.64470, 0.49777, 0.25228], [-1.37062, -0.87910, 2.01774], [2.10994, 1.70903, 0.01291], [-0.52444, -0.47317, -0.24850], [1.88037, 0.98449, -2.35558], [0.44052, -2.75400, -0.55923], [-1.43838, -0.24093, 0.65163], [3.27708, -0.11904, -0.74602], [1.54957, -1.37037, 0.80003], [1.20111, 2.63127, -0.06659], [-0.45659, 0.00061, -1.40017], [-2.56517, 1.06187, -0.59204], [-3.48735, -0.05283, 0.24154], [-2.71592, 1.23932, 1.07370], [-2.03617, -1.83909, 1.85290], [-0.39492, -1.18870, 2.30505], [-2.07092, -0.27949, 2.73620], [2.51659, 1.72388, 1.06152], [1.65610, 1.94880, -2.52377], [2.50807, 0.57791, -2.99402], [0.02592, -2.88426, -1.47903], [1.12204, -3.47479, -0.47295], [3.34375, -0.50677, 0.13329], [1.44946, 3.50560, 0.34976], [0.87158, 0.61041, -2.09546]]}

Entry 9:
{"formula": "C6H14N4", "method": "ωB97M-V/def2-TZVPD", "smiles": "C/C(N)=C(/C)C(N)=C(N)N", "charge": 0, "multiplicity": 1, "e_above_lowest_kj_mol": 132.31, "species": ["C", "C", "C", "C", "C", "C", "N", "N", "N", "N", "H", "H", "H", "H", "H", "H", "H", "H", "H", "H", "H", "H", "H", "H"], "coordinates": [[1.98326, -1.19846, -0.91288], [0.33824, 0.69091, 1.95829], [-0.52011, -0.84263, -0.49781], [-1.44664, 0.19949, -0.43178], [0.83994, -0.47734, -0.24988], [0.98735, 0.61169, 0.59589], [-0.89246, -2.18128, -0.61645], [-1.30828, 1.48361, -0.97841], [-2.78961, -0.12465, -0.20788], [2.04810, 1.50404, 0.43468], [-0.49794, -2.79371, 0.08383], [-1.89763, -2.28279, -0.71601], [-0.34884, 1.68212, -1.24121], [-1.90639, 1.62062, -1.78615], [-3.38058, 0.69430, -0.26734], [-2.89738, -0.52583, 0.71959], [1.92854, 2.37983, 0.93180], [2.33072, 1.63918, -0.53039], [1.68781, -1.68096, -1.84683], [2.82479, -0.54107, -1.15683], [2.36818, -1.97617, -0.24059], [-0.29258, -0.17842, 2.15670], [1.11075, 0.70318, 2.73887], [-0.26924, 1.59431, 2.06080]]}

Entry 10:
{"formula": "C6H14N4", "method": "ωB97M-V/def2-TZVPD", "charge": 0, "multiplicity": 1, "e_above_lowest_kj_mol": 189.23, "species": ["C", "C", "C", "C", "C", "C", "N", "N", "N", "N", "H", "H", "H", "H", "H", "H", "H", "H", "H", "H", "H", "H", "H", "H"], "coordinates": [[-1.17607, 1.33475, 0.07553], [-1.17740, -1.30349, 1.69449], [2.06479, 0.61009, 1.50908], [0.05319, 1.27953, -2.69022], [0.03920, -0.68122, 1.06085], [-0.84284, 0.21613, -0.70854], [-1.21546, 2.15676, 0.89047], [-1.87959, -0.53860, -1.28702], [0.72850, 0.19452, 1.86583], [0.28647, 0.35292, -1.58827], [-1.85610, -0.52922, 2.05586], [-0.88864, -1.93404, 2.53801], [-1.70221, -1.93119, 0.97829], [2.54344, -0.17568, 0.92431], [2.08611, 1.54411, 0.93839], [2.64164, 0.75672, 2.42376], [-0.14976, 2.30587, -2.35235], [0.93557, 1.28649, -3.32872], [-0.80310, 0.92782, -3.26464], [0.68325, -1.38022, 0.53551], [-2.65549, -0.70704, -0.66406], [-1.53234, -1.38402, -1.71810], [0.14999, 0.95573, 2.21845], [1.09616, 0.66134, -1.05657]]}

Entry 11:
{"formula": "C6H14N4O3", "method": "ωB97M-V/def2-TZVPD", "smiles": "[H]/N=C/[C@@H]1CCOC1.NC(N)=[N+]([O-])O", "charge": 0, "multiplicity": 1, "e_above_lowest_kj_mol": 553.42, "species": ["C", "C", "C", "C", "C", "C", "N", "N", "N", "N", "O", "O", "O", "H", "H", "H", "H", "H", "H", "H", "H", "H", "H", "H", "H", "H", "H"], "coordinates": [[-1.04044, -1.60912, -0.84962], [-2.23930, -2.36043, -0.22513], [-2.31956, -0.30035, 0.76700], [-1.07387, -0.31414, -0.06797], [-0.95433, 0.97581, -0.85891], [2.28684, 0.79704, 0.13899], [3.00773, 1.93833, -0.34491], [2.07507, -0.34795, -0.59100], [-0.16656, 1.10223, -1.78253], [1.69822, 0.88152, 1.32411], [1.13047, -0.08716, 1.86712], [1.80548, 2.00667, 2.06934], [-3.12827, -1.33319, 0.15438], [-0.03897, -2.12123, -0.90647], [-1.38753, -1.31686, -1.91400], [-2.89988, -3.03183, -0.77607], [-2.02775, -2.86790, 0.67737], [-2.13083, -0.58322, 1.86526], [-2.99384, 0.61900, 0.66165], [-0.31568, -0.50133, 0.66666], [2.15324, 1.85670, 2.98168], [-1.56944, 1.83334, -0.42233], [3.67610, 2.32750, 0.27537], [3.41372, 1.67628, -1.24488], [1.83181, -1.02979, 0.15528], [1.29641, -0.16318, -1.24158], [-0.08885, 1.95326, -2.37880]]}

Entry 12:
{"formula": "C6H14N4OP", "method": "ωB97M-V/def2-TZVPD", "smiles": "CCON1NN=[N+]=C1P(C)CC", "charge": 1, "multiplicity": 1, "e_above_lowest_kj_mol": 536.37, "species": ["C", "C", "O", "N", "N", "N", "N", "C", "P", "C", "C", "C", "H", "H", "H", "H", "H", "H", "H", "H", "H", "H", "H", "H", "H", "H"], "coordinates": [[2.24046, -2.05251, 0.54640], [2.27890, -0.48479, 0.91124], [1.00424, 0.19220, 0.68913], [1.08463, 1.17917, -0.21130], [1.99622, 2.15982, -0.40807], [1.58762, 2.89632, -1.43352], [0.41595, 2.54732, -1.98344], [0.04290, 1.39031, -1.17389], [-1.57642, 0.43510, -1.44893], [-1.10366, -1.40967, -1.23465], [-2.86716, 0.90761, -0.15933], [-2.63638, 0.20624, 1.27302], [1.14733, -2.37554, 0.57918], [2.65179, -2.24369, -0.49062], [2.82676, -2.67384, 1.30438], [3.15827, -0.04917, 0.35128], [2.47591, -0.43926, 2.03645], [2.84459, 2.26930, 0.16242], [-1.83554, -2.04500, -1.81142], [-1.08563, -1.63440, -0.12682], [-0.03378, -1.48181, -1.62542], [-3.88432, 0.54602, -0.53890], [-2.96647, 2.02839, -0.01206], [-2.82380, -0.90458, 1.17336], [-3.37119, 0.64049, 2.02888], [-1.57121, 0.39594, 1.60262]]}